# 1
C21H36Cl2InN3O4 | ωB97M-V with the def2-TZVPD basis set

The calculation puts the LUMO energy (spin up / spin down) at 0.348 / 0.348 eV. Its HOMO energy (spin up / spin down) is -7.37 / -7.37 eV. The total energy comes out at -65241.9055 eV. For the orbital gap (spin up / spin down), the calculation gives 7.71 / 7.71 eV. The energy relative to the best compared isomer or geometry (same formula, charge and spin) comes out at 0.0 kcal per mole.

Geometry as XYZ:
```
67
Properties=species:S:1:pos:R:3:forces:R:3:lowdin_charge:R:1
O -0.595 -0.609 -1.502 0.9 1.3 1.6 -0.28
C -0.583 -1.956 -1.505 1.2 -0.4 1.1 -0.40
C -2.001 -2.540 -1.457 1.0 -0.3 -0.3 -0.19
C -3.027 -1.861 -0.814 0.1 0.2 0.0 -0.08
H -2.799 -0.924 -0.296 -0.1 -0.4 -0.4 0.03
C -4.310 -2.388 -0.817 -0.1 -0.7 -0.3 -0.08
H -5.111 -1.840 -0.319 0.1 -0.2 -0.1 0.10
C -4.552 -3.624 -1.448 0.2 0.3 0.1 -0.10
H -5.555 -4.053 -1.436 0.3 0.1 0.0 0.09
C -3.503 -4.305 -2.086 -0.3 0.0 0.0 -0.10
H -3.676 -5.268 -2.572 -0.1 0.3 0.1 0.10
C -2.230 -3.755 -2.105 -0.3 0.4 0.4 -0.05
H -1.386 -4.243 -2.592 -0.2 0.0 0.0 0.11
H -0.078 -2.268 -2.463 -0.3 -0.6 0.7 0.13
C 1.833 -2.852 -0.771 0.4 0.3 0.4 -0.09
C 0.429 -2.556 -0.272 -2.4 -2.0 -2.5 -0.28
H 2.206 -3.854 -0.480 -0.3 0.5 -0.1 0.08
H 2.503 -2.108 -0.330 0.3 -0.2 -0.1 0.03
H 1.915 -2.765 -1.866 -0.2 0.0 0.4 0.08
C -0.155 -3.270 0.731 0.6 0.9 -0.6 -0.15
C 0.552 -4.181 1.681 0.2 0.1 0.3 -0.11
H -1.227 -3.155 0.896 0.1 0.0 -0.2 0.11
H 0.243 -5.229 1.538 -0.1 0.3 0.0 0.09
H 0.291 -3.893 2.706 0.1 -0.2 -0.1 0.07
H 1.642 -4.127 1.576 -0.3 0.0 0.1 0.05
In 0.459 -0.071 0.896 -1.2 0.9 -2.0 0.37
Cl -1.794 0.021 1.741 0.3 0.0 0.2 0.17
Cl 1.969 -1.240 2.261 0.5 0.1 0.5 0.21
H -4.056 2.027 -2.885 0.0 -0.1 0.1 0.09
H -3.775 3.476 -0.726 0.0 0.0 0.0 0.09
C -3.581 1.249 -2.271 0.2 0.3 -0.1 -0.05
C -3.164 2.680 -0.288 0.2 -0.2 0.3 -0.06
N -2.631 1.838 -1.340 0.3 0.2 -0.3 -0.18
H -3.046 0.551 -2.922 -0.2 0.0 0.2 0.09
C -1.302 1.720 -1.539 0.5 0.2 1.0 -0.34
O -0.435 2.060 -0.701 -1.0 -0.1 -1.1 -0.09
H -2.327 3.111 0.278 -0.3 -0.2 -0.2 0.09
H -1.041 1.288 -2.519 -0.1 0.1 0.3 0.13
H -4.362 0.713 -1.718 0.2 0.0 -0.1 0.09
H -3.791 2.086 0.381 0.1 0.1 0.1 0.08
H 5.019 1.912 -1.560 -0.1 -0.2 0.0 0.10
H 3.748 2.240 -3.968 -0.1 -0.2 0.0 0.10
C 4.584 0.910 -1.661 0.0 0.0 -0.1 -0.02
C 3.298 1.258 -3.764 -0.1 0.1 0.2 -0.03
N 3.291 0.987 -2.332 -0.2 0.1 0.3 -0.17
H 4.462 0.466 -0.672 0.0 0.1 -0.2 0.09
C 2.151 0.903 -1.642 -0.1 -0.4 1.1 -0.22
O 2.140 0.649 -0.403 0.0 0.1 -1.2 -0.10
H 2.266 1.245 -4.123 0.2 0.0 0.0 0.09
H 1.225 1.060 -2.213 0.2 -0.2 0.3 0.13
H 5.254 0.299 -2.273 0.0 0.0 0.2 0.09
H 3.877 0.485 -4.285 -0.2 0.2 0.1 0.09
C 1.920 3.600 4.925 -0.2 -0.3 0.3 -0.04
N 1.508 3.307 3.556 -0.1 -0.2 0.1 -0.14
C 1.827 4.268 2.518 0.3 0.5 0.0 -0.03
C 0.972 2.139 3.164 0.2 0.0 -1.2 -0.44
C 0.539 1.150 4.203 0.0 0.0 0.1 -0.02
O 0.872 1.945 1.913 0.0 -0.3 1.4 -0.09
H 2.300 4.624 4.950 -0.1 -0.3 0.1 0.08
H 2.714 2.914 5.267 -0.3 0.3 -0.1 0.10
H 1.070 3.512 5.618 0.3 0.2 -0.2 0.09
H 2.562 3.866 1.815 -0.1 0.1 0.0 0.10
H 0.929 4.545 1.959 0.1 -0.1 0.0 0.10
H 2.235 5.155 3.018 -0.1 -0.2 -0.3 0.08
H -0.399 0.679 3.889 0.2 0.1 0.0 0.04
H 1.293 0.356 4.286 -0.2 0.2 0.0 0.05
H 0.394 1.637 5.172 0.0 -0.2 -0.2 0.07
```
Positions in Å, forces in eV/Å.

=====

# 2
C21H36Cl3InN4O10P2 | ωB97M-V with the def2-TZVPD basis set

The calculation puts the LUMO energy at -4.089 eV. Its charge is +2. Its HOMO energy is -14.00 eV. The total energy comes out at -110109.2050 eV. For the orbital gap, the calculation gives 9.91 eV.

Geometry as XYZ:
```
77
Properties=species:S:1:pos:R:3:forces:R:3:lowdin_charge:R:1
In 0.386 0.147 -0.011 -0.1 0.2 0.2 0.92
C 2.860 -0.808 4.026 0.0 0.0 0.0 0.00
N 1.591 -1.498 3.779 0.0 -0.1 0.0 -0.11
C 1.320 -2.635 4.656 0.0 0.1 0.0 -0.01
C 0.819 -1.136 2.771 0.0 0.1 0.1 -0.37
O 1.121 -0.169 2.038 0.1 0.1 -0.1 -0.02
C -0.471 -1.893 2.485 0.0 0.1 -0.2 -0.08
O -1.232 -1.191 1.515 0.0 0.0 0.1 -0.16
C -2.274 -0.375 2.022 0.1 -0.1 0.0 -0.06
C -1.912 1.105 1.933 -0.1 0.0 0.0 -0.36
O -1.056 1.481 1.109 -0.1 -0.1 0.0 -0.01
N -2.566 1.955 2.709 0.0 0.0 0.0 -0.11
C -2.240 3.381 2.689 0.0 0.0 0.0 0.01
C -3.611 1.534 3.645 0.0 0.1 0.0 -0.01
H 2.775 -0.188 4.918 0.0 0.0 0.0 0.11
H 3.636 -1.555 4.185 0.0 0.0 0.0 0.08
H 3.114 -0.187 3.174 0.0 0.0 0.0 0.09
H 1.435 -2.321 5.692 0.0 0.0 0.0 0.11
H 0.317 -3.023 4.523 0.0 0.0 0.0 0.09
H 2.035 -3.432 4.451 0.0 0.0 0.0 0.08
H -0.220 -2.865 2.063 0.0 -0.1 0.0 0.14
H -1.060 -2.057 3.387 0.0 0.1 0.0 0.13
H -3.158 -0.543 1.401 0.0 0.0 0.0 0.16
H -2.522 -0.669 3.040 0.0 0.0 0.0 0.13
H -1.392 3.553 2.036 0.0 0.0 0.0 0.09
H -3.101 3.949 2.338 0.0 0.0 0.0 0.10
H -1.994 3.702 3.700 0.0 0.0 0.0 0.11
H -4.232 0.749 3.221 0.0 0.0 0.0 0.10
H -3.189 1.202 4.594 0.0 0.0 0.0 0.11
H -4.255 2.388 3.837 0.0 0.0 0.0 0.10
C -0.731 -3.733 -3.442 0.0 0.0 0.0 -0.05
C -0.301 -2.540 -2.591 0.0 -0.2 0.0 -0.57
O 0.683 -1.741 -3.272 0.0 0.1 0.0 -0.07
P 0.681 -3.062 -1.157 -0.1 0.3 0.2 0.52
O 0.034 -4.291 -0.426 0.0 0.0 0.1 -0.05
O 2.020 -3.636 -1.754 0.0 -0.1 0.1 -0.08
O 0.867 -1.974 -0.145 0.0 -0.2 -0.3 -0.28
P -1.754 -1.467 -2.188 0.3 0.0 0.0 0.35
O -2.645 -2.431 -1.271 0.0 0.1 0.1 -0.10
O -2.410 -1.084 -3.454 0.1 0.1 0.0 -0.26
O -1.220 -0.342 -1.309 -0.3 -0.1 0.0 -0.33
H 0.130 -4.336 -3.733 0.0 0.0 0.0 0.10
H -1.223 -3.360 -4.341 0.0 0.0 0.0 0.10
H -1.452 -4.359 -2.914 0.0 0.0 0.0 0.09
H 0.301 -1.428 -4.103 0.0 0.0 0.0 0.11
H 0.090 -5.144 -0.874 0.0 -0.1 0.0 0.12
H 2.401 -3.084 -2.454 0.0 0.1 -0.1 0.11
H -3.493 -2.637 -1.684 -0.1 -0.1 -0.1 0.10
Cl 5.354 -3.784 -0.289 0.1 -0.1 -0.1 0.68
C 4.628 -2.923 1.057 -0.1 0.3 -0.1 -1.61
Cl 3.375 -3.918 1.823 -0.1 -0.1 0.0 0.66
Cl 5.839 -2.445 2.239 0.1 0.0 0.1 0.68
C 3.976 -1.709 0.537 0.2 -0.4 0.0 -0.36
N 3.456 -0.786 0.105 -0.1 0.2 0.0 0.23
C -2.768 3.006 -3.584 0.1 0.0 0.1 0.03
N -1.310 2.901 -3.284 0.0 0.0 0.0 -0.17
C -0.690 1.793 -4.073 0.0 0.1 0.1 0.03
C -1.047 2.739 -1.800 0.0 -0.2 -0.2 -0.09
C 0.424 2.917 -1.508 0.0 -0.1 0.2 -0.25
C 0.988 4.132 -1.896 0.0 0.1 0.0 -0.05
C 2.335 4.399 -1.721 0.0 0.0 0.0 -0.05
C 3.130 3.439 -1.124 0.0 0.0 0.0 -0.06
C 2.570 2.241 -0.701 0.0 -0.2 0.1 -0.11
C 1.215 1.938 -0.876 0.2 0.2 -0.2 -0.14
H -2.891 3.177 -4.650 0.0 0.0 0.0 0.11
H -3.184 3.832 -3.014 0.0 0.0 0.0 0.11
H -3.233 2.064 -3.302 0.0 0.0 0.0 0.11
H -0.854 3.764 -3.578 0.0 0.0 0.0 0.16
H -1.215 0.873 -3.823 0.0 0.0 0.0 0.07
H 0.363 1.737 -3.807 0.0 0.0 0.0 0.11
H -0.807 2.025 -5.129 0.0 0.0 0.0 0.12
H -1.419 1.746 -1.569 0.0 0.0 0.2 0.09
H -1.663 3.480 -1.289 0.0 0.1 -0.1 0.14
H 0.369 4.920 -2.320 -0.1 0.0 0.0 0.12
H 2.750 5.346 -2.038 0.0 0.0 0.0 0.12
H 4.185 3.625 -0.972 0.0 0.0 0.0 0.12
H 3.220 1.518 -0.229 0.0 0.0 0.0 0.06
```
Positions in Å, forces in eV/Å.

=====

# 3
C21H36CoP2Se | ωB97M-V with the def2-TZVPD basis set

The calculation puts the LUMO energy (spin up / spin down) at 0.148 / 0.148 eV. Its HOMO energy (spin up / spin down) is -6.31 / -5.58 eV. The total energy comes out at -143904.1967 eV. The multiplicity is 4. For the orbital gap (spin up / spin down), the calculation gives 6.46 / 5.73 eV. The expectation value of S² is 4.109. The energy relative to the best compared isomer or geometry (same formula, charge and spin) comes out at 73.1 kcal per mole.

Geometry as XYZ:
```
61
Properties=species:S:1:pos:R:3:forces:R:3:lowdin_charge:R:1
P 2.740 0.820 -1.095 1.1 -1.2 -1.0 0.93
P 1.136 -1.908 -2.455 0.2 0.4 0.6 0.84
C 3.577 -0.355 -2.334 -0.2 0.4 0.5 -0.37
C 2.625 -1.085 -3.260 0.0 -0.6 -0.7 -0.38
H 4.177 -1.054 -1.728 -0.2 0.1 -0.2 0.08
H 4.284 0.258 -2.917 -0.1 -0.2 0.2 0.08
H 2.204 -0.424 -4.037 0.3 -0.1 0.3 0.08
H 3.148 -1.913 -3.773 0.0 0.4 -0.1 0.08
C 1.874 -3.458 -1.873 -0.1 -0.5 -0.2 -0.21
H 1.115 -4.043 -1.337 0.3 0.2 -0.1 0.06
H 2.738 -3.325 -1.209 -0.2 0.2 -0.3 0.06
H 2.181 -3.998 -2.764 0.2 -0.3 0.0 0.04
C 0.192 -2.286 -3.931 0.1 -0.6 -0.7 -0.22
H 0.756 -3.073 -4.440 -0.3 0.1 -0.5 0.05
H 0.113 -1.395 -4.565 0.0 -0.3 0.1 0.06
H -0.806 -2.662 -3.660 0.5 0.2 -0.4 0.05
C 4.290 1.392 -0.326 0.0 0.4 -0.1 -0.25
H 4.020 2.144 0.425 0.4 -0.1 -0.1 0.04
H 4.921 1.836 -1.111 0.0 0.0 0.4 0.05
H 4.815 0.552 0.144 -0.2 0.2 0.0 0.05
C 2.342 2.217 -2.179 0.3 0.7 0.1 -0.23
H 1.654 1.982 -2.992 0.0 -0.1 0.2 0.05
H 3.275 2.597 -2.608 -0.1 0.0 0.0 0.05
H 1.899 3.009 -1.558 0.1 -0.1 -0.3 0.05
Co -1.408 1.352 1.364 0.1 0.8 -0.5 0.39
C -0.635 -1.976 -1.297 -0.9 -0.1 2.2 -0.34
C -0.116 -2.262 0.023 -1.1 -0.1 -1.0 -0.21
C 1.091 -1.557 0.444 0.2 0.3 0.5 -0.26
C 0.976 -0.270 1.340 2.0 -1.2 0.0 -0.20
C 0.983 1.007 0.558 -2.2 0.8 -1.8 -0.24
C -0.074 1.436 -0.365 1.9 -0.3 1.1 -0.29
C -0.318 0.588 -1.606 -1.0 -0.3 -0.1 -0.24
C -1.344 -0.580 -1.457 0.9 -0.1 -2.0 -0.19
C -1.756 3.084 2.262 0.2 -0.2 0.1 -0.23
H -1.178 -2.831 -1.792 -0.1 0.9 0.9 0.10
H -0.646 -2.921 0.712 0.5 -0.5 -0.4 0.10
H 1.615 -1.202 -0.502 -0.4 -0.4 1.0 0.01
H 1.787 -2.278 0.928 -0.4 0.4 0.2 0.12
H 0.158 -0.371 2.092 0.3 0.2 -0.7 0.07
H 1.921 -0.301 1.928 -0.5 0.3 -0.1 0.11
H 1.705 1.744 0.877 -0.6 0.7 0.9 0.08
H -0.042 2.508 -0.595 0.2 -0.3 0.1 0.08
H 0.687 0.160 -1.956 -1.2 0.5 0.6 0.01
H -0.640 1.219 -2.457 0.0 0.0 0.6 0.11
H -2.072 -0.339 -0.669 0.5 -0.5 -0.2 0.00
H -1.957 -0.650 -2.389 0.4 0.2 0.4 0.11
H -2.769 3.437 2.046 0.2 0.1 0.1 -0.02
H -0.992 3.804 1.937 -0.3 0.1 0.2 -0.03
H -1.660 2.872 3.338 0.0 0.3 -0.2 -0.02
Se -2.720 -0.516 1.770 -0.5 -1.0 -0.3 0.71
C -3.742 0.226 3.186 -0.3 -0.2 0.7 -0.66
C -3.304 -0.111 4.492 -0.7 0.7 -0.3 -0.15
C -3.960 0.464 5.580 -0.3 0.2 0.0 -0.11
C -5.063 1.321 5.389 -0.1 -0.4 -0.5 -0.10
C -5.537 1.570 4.081 0.3 -0.2 0.3 -0.10
C -4.895 1.013 2.966 0.7 -0.2 0.6 -0.13
H -2.469 -0.812 4.637 -0.4 0.5 -0.2 0.09
H -3.610 0.247 6.593 -0.2 0.0 -0.3 0.10
H -5.620 1.716 6.255 0.5 -0.1 -0.5 0.10
H -6.410 2.205 3.928 0.2 -0.2 0.1 0.10
H -5.262 1.175 1.941 0.3 0.0 0.6 0.10
```
Positions in Å, forces in eV/Å.